{"formula": "C38H57F7N2O25S6", "method": "ωB97M-V with the def2-TZVPD basis set", "species": ["C", "C", "C", "F", "C", "C", "N", "C", "F", "F", "C", "C", "C", "C", "C", "C", "F", "F", "F", "C", "C", "C", "N", "C", "C", "F", "C", "C", "C", "C", "C", "C", "C", "C", "O", "C", "H", "H", "H", "H", "H", "H", "H", "H", "H", "H", "H", "H", "H", "H", "H", "H", "H", "H", "H", "H", "H", "H", "H", "H", "H", "H", "H", "H", "H", "H", "H", "H", "H", "O", "S", "O", "O", "C", "C", "O", "H", "H", "H", "H", "O", "S", "O", "O", "C", "C", "O", "H", "H", "H", "H", "O", "S", "O", "O", "C", "C", "O", "H", "H", "H", "H", "O", "S", "O", "O", "C", "C", "O", "H", "H", "H", "H", "O", "S", "O", "O", "C", "C", "O", "H", "H", "H", "H", "O", "S", "O", "O", "C", "C", "O", "H", "H", "H", "H"], "positions_angstrom": [[2.80, -2.37, 1.58], [2.36, -2.62, 0.05], [1.30, -1.51, -0.41], [0.09, -2.00, 0.15], [1.30, -1.22, -1.96], [1.65, -2.62, -2.63], [1.96, -3.62, -3.10], [2.47, -0.27, -2.41], [2.07, 0.98, -2.89], [3.15, -0.87, -3.50], [3.59, 0.04, -1.37], [3.40, 1.16, -0.40], [4.39, 1.55, 0.60], [5.66, 0.83, 0.69], [5.89, -0.25, -0.29], [7.26, -1.00, -0.16], [7.35, -2.10, -0.97], [7.30, -1.50, 1.15], [8.33, -0.16, -0.27], [4.89, -0.64, -1.29], [-0.14, -0.90, -2.62], [-0.90, -2.30, -2.60], [-1.43, -3.32, -2.51], [-0.08, -0.62, -4.19], [-0.79, 0.69, -4.69], [-0.16, 1.91, -4.35], [-1.06, 0.05, -1.77], [-0.37, 1.30, -1.12], [-1.39, 2.19, -0.25], [-0.70, 2.54, 1.15], [-1.03, 1.46, 2.27], [-1.46, 2.12, 3.66], [-2.99, 1.85, 3.99], [-3.76, 3.10, 4.56], [-3.45, 4.32, 3.86], [-4.65, 5.00, 3.44], [2.68, -3.34, 2.11], [2.27, -1.50, 2.05], [3.91, -2.14, 1.57], [1.88, -3.64, -0.06], [3.30, -2.61, -0.55], [1.55, -0.62, 0.23], [2.44, 1.75, -0.42], [4.13, 2.40, 1.29], [6.43, 1.08, 1.46], [5.10, -1.47, -2.01], [-0.55, -1.45, -4.80], [0.97, -0.56, -4.59], [-0.78, 0.64, -5.82], [-1.89, 0.76, -4.43], [-1.97, 0.44, -2.32], [-1.53, -0.53, -0.91], [0.48, 1.06, -0.42], [0.06, 2.02, -1.88], [-2.30, 1.54, -0.09], [-1.64, 3.16, -0.76], [-1.15, 3.51, 1.50], [0.40, 2.74, 1.04], [-0.21, 0.71, 2.43], [-1.93, 0.88, 1.90], [-0.85, 1.72, 4.52], [-1.23, 3.23, 3.61], [-3.02, 0.99, 4.72], [-3.57, 1.49, 3.08], [-4.86, 2.89, 4.38], [-3.52, 3.18, 5.65], [-4.37, 6.07, 3.23], [-5.06, 4.55, 2.49], [-5.44, 5.01, 4.25], [3.36, 4.15, 1.85], [4.03, 4.01, 3.10], [3.88, 2.86, 3.92], [3.74, 5.33, 3.98], [4.98, 5.96, 4.32], [5.93, 5.60, 3.19], [5.61, 4.25, 2.85], [5.32, 5.54, 5.27], [4.84, 7.03, 4.42], [6.98, 5.69, 3.49], [5.75, 6.22, 2.31], [-0.35, -0.49, 5.13], [-1.15, -1.46, 5.80], [-1.27, -1.51, 7.22], [-0.73, -2.92, 5.25], [-1.88, -3.57, 4.69], [-2.77, -2.45, 4.19], [-2.64, -1.41, 5.17], [-2.37, -4.14, 5.48], [-1.58, -4.24, 3.89], [-3.80, -2.75, 4.08], [-2.40, -2.05, 3.24], [6.87, 6.50, -2.00], [6.04, 5.53, -1.35], [5.90, 5.48, 0.07], [6.46, 4.07, -1.89], [5.32, 3.43, -2.48], [4.45, 4.56, -2.99], [4.57, 5.59, -2.01], [4.81, 2.87, -1.70], [5.63, 2.75, -3.27], [3.41, 4.27, -3.12], [4.84, 4.96, -3.94], [-2.94, -2.53, -8.48], [-2.41, -1.21, -8.56], [-3.15, -0.05, -8.22], [-1.78, -1.02, -10.03], [-0.39, -0.69, -9.93], [0.08, -1.35, -8.64], [-1.01, -1.19, -7.73], [-0.29, 0.39, -9.87], [0.16, -1.06, -10.79], [0.98, -0.89, -8.24], [0.24, -2.42, -8.78], [-7.76, -5.35, -3.68], [-7.21, -4.04, -3.74], [-7.95, -2.88, -3.40], [-6.57, -3.83, -5.22], [-5.18, -3.52, -5.10], [-4.73, -4.19, -3.82], [-5.82, -4.03, -2.91], [-5.08, -2.43, -5.03], [-4.64, -3.88, -5.97], [-3.82, -3.74, -3.41], [-4.57, -5.26, -3.97], [-4.99, -6.42, 4.42], [-5.53, -5.32, 5.15], [-6.09, -4.18, 4.52], [-4.40, -4.82, 6.21], [-4.93, -4.90, 7.53], [-5.95, -6.02, 7.50], [-6.59, -5.89, 6.22], [-5.40, -3.94, 7.77], [-4.13, -5.09, 8.25], [-6.68, -5.95, 8.30], [-5.46, -7.00, 7.53]], "multiplicity": 1, "smiles": "CC[C@H](F)[C@](C#N)(C(F)(F)c1cccc(C(F)(F)F)c1)[C@](C#N)(CCF)CCCCCCCCOC.O=S1(=O)OCCO1.O=S1(=O)OCCO1.O=S1(=O)OCCO1.O=S1(=O)OCCO1.O=S1(=O)OCCO1.O=S1(=O)OCCO1", "homo_ev": -9.6, "lumo_ev": -0.3, "orbital_gap_ev": 9.2, "max_force_ev_per_a": 3.7}

=====

{"formula": "C38H57GeN2O4P3SZr", "method": "ωB97M-V with the def2-TZVPD basis set", "species": ["Zr", "C", "P", "C", "C", "C", "P", "C", "C", "H", "H", "H", "H", "H", "H", "H", "H", "H", "H", "H", "H", "H", "H", "H", "H", "C", "C", "O", "P", "O", "C", "C", "O", "C", "C", "H", "H", "H", "H", "H", "H", "H", "H", "H", "H", "H", "H", "H", "H", "H", "O", "C", "C", "C", "C", "C", "C", "N", "H", "H", "H", "H", "H", "H", "H", "H", "H", "H", "H", "S", "C", "N", "C", "Ge", "C", "C", "C", "C", "C", "C", "C", "C", "C", "C", "C", "C", "C", "C", "C", "C", "C", "C", "H", "H", "H", "H", "H", "H", "H", "H", "H", "H", "H", "H", "H", "H", "H"], "positions_angstrom": [[0.41, -0.36, 0.20], [0.81, 3.06, 1.02], [1.43, 1.64, 2.02], [3.00, 2.47, 2.61], [0.45, 1.88, 3.60], [0.04, 0.51, 4.12], [-1.21, -0.26, 2.98], [-0.90, -2.04, 3.51], [-2.79, 0.00, 3.91], [0.79, 3.97, 1.62], [-0.18, 2.80, 0.66], [1.47, 3.19, 0.16], [2.77, 3.42, 3.08], [3.64, 2.64, 1.75], [3.52, 1.83, 3.32], [-0.44, 2.48, 3.38], [1.07, 2.39, 4.34], [-0.38, 0.56, 5.12], [0.93, -0.13, 4.16], [-0.97, -2.09, 4.60], [0.09, -2.37, 3.20], [-1.63, -2.73, 3.08], [-2.70, -0.30, 4.96], [-3.59, -0.56, 3.43], [-3.04, 1.06, 3.84], [6.26, 0.26, 2.09], [5.39, -0.96, 2.38], [4.74, -1.43, 1.21], [3.14, -1.12, 0.92], [3.08, -2.00, -0.44], [3.32, -3.41, -0.42], [4.63, -3.77, -1.10], [3.19, 0.32, 0.16], [4.16, 0.52, -0.88], [4.49, 2.00, -0.98], [6.83, 0.52, 2.98], [5.64, 1.10, 1.80], [6.96, 0.03, 1.29], [4.65, -0.72, 3.15], [6.01, -1.78, 2.75], [2.48, -3.88, -0.95], [3.33, -3.76, 0.61], [4.64, -3.45, -2.13], [4.74, -4.85, -1.07], [5.47, -3.32, -0.58], [3.72, 0.18, -1.82], [5.05, -0.08, -0.67], [3.56, 2.55, -1.06], [5.11, 2.18, -1.85], [5.03, 2.34, -0.09], [-0.39, 0.48, -1.28], [0.94, 0.43, -1.73], [1.16, -0.56, -2.90], [0.69, -0.08, -4.30], [-0.39, 1.00, -4.28], [0.15, 2.41, -4.05], [0.48, 2.69, -2.58], [1.46, 1.78, -1.99], [0.64, -1.50, -2.63], [2.23, -0.81, -2.96], [0.31, -0.95, -4.84], [1.55, 0.29, -4.86], [-1.13, 0.77, -3.51], [-0.90, 0.99, -5.24], [-0.60, 3.13, -4.36], [1.04, 2.55, -4.67], [-0.43, 2.59, -1.99], [0.87, 3.71, -2.48], [2.24, 1.69, -2.64], [0.85, -4.98, 1.67], [0.67, -3.53, 1.08], [0.57, -2.42, 0.67], [-1.15, 0.66, 1.54], [-2.60, 0.09, 0.32], [-2.23, -1.72, -0.43], [-1.76, -1.94, -1.72], [-1.44, -3.22, -2.16], [-1.61, -4.30, -1.31], [-2.13, -4.11, -0.04], [-2.43, -2.83, 0.39], [-3.04, 1.36, -1.15], [-2.68, 2.70, -1.13], [-3.04, 3.55, -2.17], [-3.77, 3.06, -3.24], [-4.18, 1.74, -3.25], [-3.82, 0.90, -2.21], [-4.52, -0.10, 0.98], [-5.15, 0.99, 1.58], [-6.50, 0.97, 1.87], [-7.25, -0.15, 1.57], [-6.65, -1.24, 0.97], [-5.30, -1.20, 0.67], [-1.68, -1.10, -2.39], [-1.08, -3.37, -3.17], [-1.34, -5.29, -1.64], [-2.28, -4.96, 0.61], [-2.86, -2.68, 1.37], [-2.13, 3.09, -0.29], [-2.73, 4.58, -2.15], [-4.03, 3.73, -4.06], [-4.77, 1.36, -4.07], [-4.15, -0.13, -2.20], [-4.55, 1.86, 1.81], [-6.97, 1.83, 2.32], [-8.31, -0.17, 1.79], [-7.23, -2.11, 0.72], [-4.84, -2.06, 0.18]], "multiplicity": 1, "relative_energy_kcal_mol": 79.0, "homo_ev": -6.6, "lumo_ev": 0.4, "orbital_gap_ev": 7.0, "max_force_ev_per_a": 2.7}

=====

{"formula": "C38H58N3OPbSSi2Te", "method": "ωB97M-V with the def2-TZVPD basis set", "species": ["Pb", "C", "C", "C", "C", "C", "C", "C", "H", "H", "H", "H", "H", "H", "H", "H", "C", "C", "C", "C", "C", "C", "C", "N", "C", "C", "C", "C", "C", "C", "C", "N", "C", "C", "C", "C", "H", "H", "H", "H", "H", "H", "H", "H", "H", "H", "H", "H", "H", "H", "H", "H", "H", "H", "H", "H", "H", "H", "H", "H", "O", "N", "C", "C", "C", "C", "C", "S", "H", "H", "H", "H", "C", "Si", "C", "C", "C", "Te", "C", "Si", "C", "C", "C", "H", "H", "H", "H", "H", "H", "H", "H", "H", "H", "H", "H", "H", "H", "H", "H", "H", "H", "H", "H", "H", "H"], "positions_angstrom": [[0.75, 0.50, 0.11], [-2.07, -2.66, -1.77], [-0.63, -2.33, -2.02], [0.36, -3.29, -1.78], [1.69, -3.02, -2.05], [2.06, -1.78, -2.58], [1.09, -0.82, -2.81], [-0.24, -1.09, -2.52], [-2.19, -3.25, -0.86], [-2.46, -3.25, -2.60], [-2.69, -1.76, -1.68], [0.08, -4.26, -1.39], [2.45, -3.77, -1.87], [3.10, -1.58, -2.81], [1.37, 0.13, -3.24], [-1.01, -0.35, -2.73], [-4.18, -2.94, 4.46], [-3.23, -3.72, 3.53], [-2.44, -4.72, 4.37], [-4.05, -4.50, 2.48], [-2.34, -2.74, 2.80], [-2.88, -1.67, 2.08], [-2.04, -0.80, 1.43], [-0.71, -0.93, 1.42], [-0.15, -1.95, 2.09], [-0.95, -2.85, 2.79], [1.33, -2.09, 2.04], [2.02, -2.97, 2.86], [3.40, -3.09, 2.78], [4.04, -2.31, 1.82], [3.30, -1.44, 1.05], [1.97, -1.31, 1.16], [4.21, -3.98, 3.70], [3.33, -4.83, 4.62], [5.09, -4.92, 2.87], [5.08, -3.07, 4.58], [-4.77, -3.64, 5.04], [-4.87, -2.30, 3.90], [-3.61, -2.32, 5.15], [-3.14, -5.37, 4.90], [-1.84, -4.21, 5.13], [-1.81, -5.36, 3.76], [-4.77, -5.14, 2.99], [-3.40, -5.13, 1.88], [-4.60, -3.83, 1.82], [-3.94, -1.51, 2.03], [-2.44, 0.06, 0.89], [-0.48, -3.66, 3.32], [1.48, -3.55, 3.59], [5.11, -2.35, 1.68], [3.78, -0.79, 0.32], [2.68, -5.50, 4.04], [2.72, -4.22, 5.28], [3.96, -5.46, 5.24], [4.47, -5.56, 2.23], [5.67, -5.56, 3.53], [5.80, -4.38, 2.24], [4.45, -2.42, 5.19], [5.74, -2.44, 3.99], [5.69, -3.67, 5.25], [-0.63, 2.61, 0.29], [-0.55, 3.36, 1.39], [-1.52, 4.29, 1.58], [-1.48, 5.15, 2.64], [-0.41, 5.08, 3.53], [0.56, 4.12, 3.33], [0.48, 3.22, 2.26], [1.64, 1.95, 2.12], [-2.30, 4.29, 0.84], [-2.28, 5.87, 2.77], [-0.35, 5.75, 4.37], [1.40, 4.02, 4.00], [-1.07, -0.02, -5.81], [-1.32, 1.83, -5.97], [0.23, 2.73, -6.55], [-2.79, 2.22, -7.09], [-1.92, 2.60, -4.27], [-0.69, 2.69, -2.54], [0.49, 4.32, -3.20], [0.23, 5.94, -2.16], [-1.64, 6.08, -1.90], [0.99, 7.31, -3.19], [1.14, 5.70, -0.53], [-1.16, -0.47, -6.80], [-1.81, -0.50, -5.17], [-0.08, -0.28, -5.44], [0.59, 2.25, -7.46], [1.04, 2.69, -5.82], [0.02, 3.77, -6.78], [-2.56, 1.88, -8.10], [-3.00, 3.28, -7.13], [-3.69, 1.70, -6.77], [-2.80, 2.03, -3.96], [-2.23, 3.62, -4.50], [0.24, 4.49, -4.25], [1.53, 4.02, -3.12], [-2.17, 6.17, -2.85], [-1.89, 6.95, -1.30], [-2.02, 5.20, -1.39], [0.54, 7.40, -4.18], [2.06, 7.15, -3.32], [0.87, 8.27, -2.68], [1.12, 4.65, -0.20], [0.69, 6.31, 0.26], [2.18, 5.99, -0.62]], "multiplicity": 2, "s_squared": 0.754, "relative_energy_kcal_mol": 15.6, "homo_ev": [-13.0, -13.0], "lumo_ev": [-5.0, -7.6], "orbital_gap_ev": [8.0, 5.5], "max_force_ev_per_a": 1.1, "total_charge": 2}

=====

{"formula": "C38H60Cl4F14HfNO24P2S2", "method": "ωB97M-V with the def2-TZVPD basis set", "species": ["Hf", "P", "F", "F", "F", "F", "F", "F", "P", "F", "F", "F", "F", "F", "F", "N", "S", "O", "O", "F", "S", "O", "O", "F", "Cl", "C", "C", "Cl", "H", "H", "H", "H", "Cl", "C", "C", "Cl", "H", "H", "H", "H", "C", "O", "C", "C", "O", "C", "H", "H", "H", "H", "H", "H", "H", "H", "H", "H", "C", "O", "C", "C", "O", "C", "H", "H", "H", "H", "H", "H", "H", "H", "H", "H", "C", "O", "C", "C", "O", "C", "H", "H", "H", "H", "H", "H", "H", "H", "H", "H", "C", "O", "C", "C", "O", "C", "H", "H", "H", "H", "H", "H", "H", "H", "H", "H", "C", "C", "C", "O", "C", "C", "C", "O", "O", "O", "H", "H", "H", "H", "C", "C", "C", "O", "C", "C", "C", "O", "O", "O", "H", "H", "H", "H", "C", "C", "C", "O", "C", "C", "C", "O", "O", "O", "H", "H", "H", "H"], "positions_angstrom": [[-0.32, -0.82, -2.94], [2.89, -1.14, -2.82], [3.72, -1.54, -1.53], [4.03, -0.16, -3.32], [3.31, -2.38, -3.68], [1.80, -0.79, -3.99], [1.55, -1.96, -2.21], [2.20, 0.12, -2.03], [-3.51, -0.06, -3.56], [-4.53, -0.98, -2.75], [-2.50, -1.33, -3.89], [-4.21, -0.34, -4.96], [-2.20, 0.75, -4.23], [-4.27, 1.29, -3.33], [-2.61, 0.06, -2.19], [-0.19, -0.19, -0.83], [-0.43, 1.08, 0.14], [0.75, 1.84, 0.44], [-1.61, 1.02, 0.95], [-1.05, 1.97, -1.02], [0.43, -1.05, 0.61], [-0.41, -1.32, 1.74], [1.85, -1.04, 0.73], [0.23, -2.44, -0.16], [-5.18, 5.32, 2.53], [-4.54, 3.68, 2.85], [-4.22, 2.96, 1.56], [-5.76, 2.46, 0.78], [-5.34, 3.15, 3.37], [-3.74, 3.70, 3.59], [-3.77, 2.00, 1.81], [-3.61, 3.56, 0.89], [3.98, 4.42, 1.71], [4.30, 2.99, 0.66], [5.28, 3.14, -0.49], [4.51, 4.08, -1.78], [3.32, 2.61, 0.35], [4.62, 2.30, 1.45], [5.51, 2.16, -0.88], [6.18, 3.70, -0.25], [-4.70, 5.94, -1.93], [-3.37, 5.57, -1.67], [-2.79, 6.07, -0.50], [-1.45, 5.39, -0.30], [-0.59, 5.85, -1.31], [0.70, 5.31, -1.26], [-4.69, 7.02, -2.14], [-5.38, 5.57, -1.15], [-4.99, 5.41, -2.83], [-3.51, 5.78, 0.29], [-2.72, 7.16, -0.54], [-1.59, 4.31, -0.43], [-1.06, 5.61, 0.70], [1.30, 5.71, -0.43], [1.31, 5.55, -2.13], [0.62, 4.22, -1.14], [-0.83, -8.00, -0.38], [-0.21, -6.71, -0.55], [0.90, -6.57, 0.31], [1.36, -5.13, 0.42], [1.74, -4.64, -0.83], [3.12, -4.74, -1.15], [-0.04, -8.72, -0.59], [-1.60, -8.04, -1.15], [-1.29, -8.04, 0.61], [1.71, -7.17, -0.14], [0.82, -7.06, 1.29], [2.14, -4.96, 1.17], [0.54, -4.54, 0.85], [3.50, -5.72, -0.85], [3.68, -4.04, -0.53], [3.19, -4.64, -2.23], [-3.25, -5.77, 2.60], [-3.97, -4.58, 2.33], [-3.54, -3.47, 3.10], [-4.32, -2.19, 2.78], [-4.50, -2.00, 1.40], [-5.08, -0.73, 1.14], [-3.96, -6.55, 2.34], [-2.95, -5.80, 3.65], [-2.37, -5.96, 1.97], [-2.46, -3.34, 2.97], [-3.68, -3.73, 4.16], [-3.62, -1.43, 3.16], [-5.21, -2.17, 3.40], [-5.76, -0.94, 0.31], [-4.26, -0.06, 0.87], [-5.68, -0.28, 1.94], [0.75, -3.40, -5.06], [-0.19, -2.99, -4.02], [-0.62, -4.16, -3.28], [-1.82, -3.77, -2.48], [-1.57, -2.50, -1.88], [-2.44, -2.31, -0.75], [0.29, -4.03, -5.82], [1.50, -4.01, -4.54], [1.15, -2.52, -5.54], [0.26, -4.36, -2.66], [-0.88, -5.05, -3.84], [-2.05, -4.57, -1.77], [-2.71, -3.68, -3.11], [-2.05, -2.90, 0.09], [-3.47, -2.57, -0.91], [-2.31, -1.36, -0.22], [2.04, 2.50, -4.23], [2.70, 3.60, -4.62], [2.00, 4.90, -4.82], [2.56, 5.87, -5.28], [0.60, 4.87, -4.48], [-0.02, 3.77, -4.01], [0.68, 2.49, -3.69], [0.21, 1.46, -3.21], [-1.33, 3.75, -3.69], [3.91, 3.53, -5.17], [2.62, 1.59, -4.12], [0.03, 5.77, -4.68], [-1.78, 4.44, -4.20], [4.17, 4.45, -5.40], [4.85, -3.42, 3.35], [4.76, -2.30, 2.62], [4.52, -0.93, 3.13], [4.38, 0.04, 2.41], [4.37, -0.89, 4.61], [4.41, -2.01, 5.33], [4.49, -3.41, 4.79], [4.34, -4.40, 5.46], [4.19, -1.91, 6.66], [4.82, -2.37, 1.26], [4.97, -4.37, 2.85], [4.19, 0.05, 5.10], [4.52, -2.64, 7.19], [4.52, -1.51, 0.92], [2.41, 2.48, 4.22], [2.50, 3.72, 4.72], [1.31, 4.60, 4.89], [1.37, 5.73, 5.30], [0.04, 4.02, 4.38], [-0.07, 2.77, 3.91], [1.13, 1.91, 3.74], [1.06, 0.77, 3.33], [-1.28, 2.34, 3.52], [3.67, 4.25, 5.14], [3.31, 1.90, 4.14], [-0.77, 4.73, 4.31], [-1.40, 1.39, 3.64], [3.51, 5.09, 5.59]], "multiplicity": 1, "homo_ev": -11.1, "lumo_ev": -5.5, "orbital_gap_ev": 5.7, "max_force_ev_per_a": 8.5, "total_charge": 1}

=====

Short version: DFT total energy = -6560.55706 -5438.90847 -3159.92733 -8110.42534 Eh, in the order given.